Entry 1:
A structure of composition C5H26F15O28S5Zn2, computed with wB97M-V/def2-TZVPD.

Output
Energy relative to the best compared isomer or geometry (same formula, charge and spin) (kJ/mol): 0.0
Total energy (hartree): -9360.6121

```
! RIJCOSX wB97M-V def2-TZVPD def2/J DEFGRID3
* xyz -1 1
Zn -11.47 9.98 -13.65
Zn -14.75 10.73 -17.86
S -14.01 12.24 -14.81
S -9.38 12.37 -18.15
S -12.26 8.68 -16.75
S -13.06 15.99 -10.90
S -17.06 15.56 -16.08
F -13.99 13.61 -11.78
F -11.80 14.03 -12.15
F -13.55 14.86 -14.51
F -11.77 6.11 -16.41
F -13.91 6.54 -16.07
F -10.92 14.51 -18.90
F -18.41 16.30 -18.27
F -11.88 13.84 -15.49
F -13.77 14.28 -16.57
F -12.41 13.41 -10.31
F -19.03 17.31 -16.48
F -9.91 14.80 -16.99
F -13.08 6.45 -18.12
F -19.56 15.16 -16.82
F -8.76 14.87 -18.87
O -9.41 15.90 -14.27
O -14.14 16.11 -9.95
O -15.14 12.57 -13.96
O -16.05 16.55 -16.42
O -13.20 9.11 -12.79
O -12.09 9.09 -15.33
O -18.01 11.24 -14.78
O -13.37 16.71 -12.16
O -13.53 17.53 -15.03
O -13.84 14.61 -19.30
O -10.05 10.80 -14.91
O -13.34 9.49 -17.41
O -13.37 16.72 -17.65
O -11.76 16.42 -10.36
O -14.94 10.80 -11.46
O -8.37 12.15 -17.11
O -16.25 11.98 -18.04
O -16.60 14.56 -12.64
O -13.30 11.93 -18.72
O -12.82 11.50 -14.15
O -10.97 8.77 -17.40
O -9.05 11.92 -19.50
O -17.45 15.64 -14.67
O -14.37 11.55 -16.04
O -10.71 11.86 -17.70
O -16.19 9.67 -16.73
O -10.96 11.14 -12.07
O -16.69 14.22 -16.64
C -9.80 14.33 -18.25
C -12.86 14.13 -11.29
C -12.78 6.78 -16.81
C -18.67 16.17 -16.98
C -13.26 13.91 -15.41
H -13.47 14.86 -20.15
H -18.15 10.80 -13.94
H -13.33 12.80 -19.12
H -17.25 11.81 -14.63
H -16.94 15.03 -13.41
H -16.02 13.89 -13.00
H -13.57 16.79 -14.43
H -16.88 12.00 -18.76
H -14.77 14.83 -19.37
H -9.86 15.35 -14.91
H -17.05 9.25 -16.79
H -9.82 15.69 -13.44
H -12.53 17.07 -17.95
H -10.18 10.87 -15.85
H -15.78 9.29 -15.96
H -12.36 11.76 -18.58
H -15.87 10.76 -11.24
H -16.58 12.62 -17.41
H -13.53 8.21 -12.86
H -13.39 15.82 -17.99
H -9.30 11.37 -14.73
H -10.58 11.99 -11.87
H -14.86 11.56 -12.03
H -13.84 9.56 -12.25
H -12.77 18.04 -14.73
H -11.31 10.83 -11.23
*
```

Löwdin atomic charge list, values in e, 4 entries: 0.81, 0.77, 0.71, 0.56



Entry 2:
A cluster of 9 separate species, C5H26NO10 in total, computed with wB97M-V/def2-TZVPD.

Output
Energy relative to the best compared isomer or geometry (same formula, charge and spin) (kJ/mol): 67.6
Expectation value of S²: 0.758
Total energy (hartree): -1013.1758

```
! RIJCOSX wB97M-V def2-TZVPD def2/J DEFGRID3
* xyz 0 2
O -3.08 -2.18 -0.79
O -0.66 2.24 -3.55
O -0.62 -1.69 -0.96
O -1.92 -2.03 2.22
O -1.44 2.40 -0.17
O -1.17 0.24 -1.95
O -0.04 -2.89 -3.29
O 0.59 -2.98 1.57
O -3.28 0.18 0.35
O 2.46 3.28 -0.79
N 0.54 0.30 -0.59
C 1.46 -0.19 0.38
C 1.80 0.95 1.42
C -0.47 -0.49 -1.18
C 1.09 0.52 2.72
C 3.28 1.27 1.46
H 2.28 -0.44 -0.33
H 0.33 -3.16 0.65
H -0.61 -2.15 -3.52
H 1.99 2.66 -0.22
H -2.95 -2.98 -0.28
H -1.37 2.39 -1.14
H 3.42 1.79 2.41
H -0.67 1.38 -3.07
H -2.17 -1.83 -1.01
H -2.09 -1.73 1.31
H -2.85 -0.05 -0.49
H -0.15 -2.95 -2.33
H -0.25 -2.54 1.87
H 1.21 1.83 1.11
H -1.72 -1.22 2.70
H 3.56 1.94 0.64
H -4.11 -0.18 -0.02
H 1.62 -0.22 3.32
H 0.27 1.29 -0.63
H -2.03 1.63 -0.02
H 2.62 2.70 -1.55
H -1.11 1.93 -4.34
H 1.04 1.36 3.42
H 3.98 0.45 1.46
H 1.14 -1.14 0.80
H 0.07 0.30 2.41
*
```

Löwdin atomic charge list, values in e, 4 entries: -0.08, -0.08, 0.01, -0.04



Entry 3:
A cluster of 10 separate species, C5H26O12 in total, computed with wB97M-V/def2-TZVPD.

Output
Energy relative to the best compared isomer or geometry (same formula, charge and spin) (kJ/mol): 0.0
Total energy (hartree): -1109.0522

```
! RIJCOSX wB97M-V def2-TZVPD def2/J DEFGRID3
* xyz -2 1
O 0.21 0.25 -2.61
O -2.65 -1.46 -0.17
O -1.70 -1.42 -3.01
O -1.08 2.33 1.29
O 2.74 -0.42 -2.12
O 3.75 -1.66 -0.10
O -4.21 0.72 -0.06
O -2.71 2.83 -0.68
O 0.11 2.02 -0.53
O -1.10 -1.56 2.25
O 3.58 1.63 -0.66
O -2.99 0.89 2.36
C 1.96 -1.32 1.51
C 0.78 0.92 1.62
C 1.26 -0.23 0.73
C 2.65 -2.30 0.48
C -0.06 1.81 0.67
H -3.70 1.44 -0.45
H 2.99 -3.19 0.98
H 1.74 1.47 1.99
H 2.01 0.20 0.02
H 1.16 0.04 -2.23
H -2.32 -1.64 -1.07
H -2.27 -0.73 -3.11
H 2.72 2.08 -0.44
H -0.05 0.61 2.35
H 3.34 -1.07 -0.97
H 1.31 -1.93 2.18
H 3.64 0.88 -1.24
H 2.73 -0.88 2.07
H -3.29 -0.72 -0.20
H 0.48 -0.50 0.03
H -0.82 -0.93 -2.88
H -0.15 0.67 -1.77
H -0.26 -1.45 1.85
H -2.12 2.83 -1.44
H -2.16 2.66 0.03
H -2.37 0.12 2.46
H -3.94 0.56 0.86
H -1.68 -1.92 1.41
H 2.95 -0.47 -2.99
H 1.89 -2.64 -0.28
H -2.37 1.50 1.88
*
```

Löwdin atomic charge list, values in e, 4 entries: -0.15, -0.09, -0.08, -0.13



Entry 4:
A cluster of 9 separate species, C5H27N2O9 in total, computed with wB97M-V/def2-TZVPD.

Output
Energy relative to the best compared isomer or geometry (same formula, charge and spin) (kJ/mol): 123.6
Total energy (hartree): -993.3881

```
! RIJCOSX wB97M-V def2-TZVPD def2/J DEFGRID3
* xyz -1 1
O -1.87 2.19 0.85
O 0.19 -3.56 -3.16
O -2.46 -2.83 -0.85
O -1.16 0.55 -3.56
O 2.35 -2.30 -0.16
O 0.03 -2.37 1.03
O -1.69 -0.73 0.45
O -4.47 0.34 -0.58
O -1.18 1.61 3.83
N 3.13 -0.26 2.67
N 1.91 0.39 0.77
C 3.03 0.43 1.61
C 2.22 0.73 -0.61
C -0.03 1.95 -0.69
C 1.48 2.06 -0.96
C -0.50 2.31 0.68
H 1.42 -2.12 0.17
H 1.37 -0.45 0.90
H -0.89 -0.36 -3.63
H -0.85 -1.51 0.51
H -0.81 2.50 3.88
H -2.58 -2.01 -0.30
H -0.61 1.07 3.30
H 3.89 1.07 1.48
H -2.15 1.28 0.68
H 1.68 2.92 -0.29
H -0.11 -2.27 1.98
H -0.59 2.57 -1.41
H -1.64 -3.30 -0.63
H -0.21 3.34 0.96
H -1.27 0.74 -2.62
H -3.77 -0.30 -0.83
H -3.97 1.08 -0.19
H 0.11 1.75 1.40
H -1.94 -0.52 1.37
H -0.36 0.91 -0.91
H 1.89 2.35 -1.94
H 2.17 -3.21 -0.42
H 0.65 -2.71 -3.23
H 3.26 1.02 -0.66
H -0.26 -3.43 -2.32
H 2.47 -0.99 2.91
H 2.10 0.08 -1.48
*
```

Löwdin atomic charge list, values in e, 4 entries: -0.07, -0.06, -0.11, -0.05



Entry 5:
A cluster of 9 separate species, C5H28N10O9 in total, computed with wB97M-V/def2-TZVPD.

Output
Energy relative to the best compared isomer or geometry (same formula, charge and spin) (kJ/mol): 12.5
Total energy (hartree): -1432.2581
SMILES: NC(N)=O.NC(N)=O.NC(N)=O.NC(N)=O.NC(N)=O.O.O.O.O

```
! RIJCOSX wB97M-V def2-TZVPD def2/J DEFGRID3
* xyz 0 1
O 4.32 1.27 -4.03
O 1.40 -0.76 -0.09
O -0.79 3.71 2.11
O -6.03 -0.51 -1.31
O -0.53 -2.33 -3.98
O 2.09 1.97 4.19
O 0.25 0.13 3.68
O -2.86 -1.24 1.88
O -2.45 -0.33 -3.11
N 2.62 0.52 1.31
N -3.00 -1.92 -0.29
N 3.46 3.23 -3.42
N 1.58 -3.16 -4.45
N 0.35 0.96 0.97
N -2.76 0.32 0.18
N 1.21 -2.13 -2.47
N 2.24 1.27 -3.22
N 0.67 -0.89 5.63
N -1.29 -1.26 4.61
C -2.86 -0.99 0.68
C -0.12 -0.65 4.57
C 0.64 -2.53 -3.65
C 1.42 0.15 0.77
C 3.42 1.89 -3.59
H 1.19 1.68 4.03
H -0.53 4.62 2.30
H 0.20 1.32 1.91
H -2.96 -2.83 0.08
H 0.76 -1.57 -1.81
H 1.30 -3.46 -5.38
H 1.97 2.89 4.45
H -0.40 3.46 1.24
H 3.38 -0.11 1.07
H 2.69 1.13 2.11
H -5.47 -1.30 -1.33
H -0.55 0.51 0.70
H 2.28 -3.67 -4.00
H 0.59 -1.58 6.35
H -2.94 0.44 -0.80
H -1.78 -1.41 3.77
H -2.84 -1.65 -1.26
H -1.43 -1.89 5.37
H 3.14 3.65 -2.59
H 2.23 -2.19 -2.51
H 2.32 0.30 -2.96
H -5.97 -0.22 -0.39
H -2.88 0.22 -3.80
H -3.01 1.04 0.79
H 1.59 -0.45 5.67
H 4.41 3.48 -3.69
H -1.81 -0.93 -3.54
H 1.54 1.82 -2.76
*
```

Löwdin atomic charge list, values in e, 4 entries: 0.06, -0.03, -0.08, -0.07



Entry 6:
A cluster of 8 separate species, C5H28N2O8 in total, computed with wB97M-V/def2-TZVPD.

Output
Energy relative to the best compared isomer or geometry (same formula, charge and spin) (kJ/mol): 176.6
Total energy (hartree): -918.6984
SMILES: C[C@@H](CCO)NCN.O.O.O.O.O.O.O

```
! RIJCOSX wB97M-V def2-TZVPD def2/J DEFGRID3
* xyz 0 1
O 2.16 1.55 1.62
O 1.55 -1.38 3.93
O -2.80 2.46 -1.07
O -1.68 -3.08 -2.07
O -3.64 0.75 -3.50
O -1.03 2.98 2.18
O -0.40 3.50 -1.03
O 2.90 0.69 -0.83
N -1.84 0.37 1.10
N -0.18 -0.89 0.01
C 1.98 0.09 -1.71
C 1.16 -1.53 0.06
C -0.67 -0.49 1.32
C 1.75 -1.40 -1.36
C 1.28 -2.89 0.68
H -1.73 0.94 0.27
H 3.31 0.01 -0.28
H 0.56 -3.00 1.50
H 2.15 1.29 0.68
H -3.58 2.96 -0.81
H 1.04 -3.74 0.03
H -0.48 3.61 -0.09
H 1.28 -2.03 -2.12
H 0.36 2.96 -1.31
H -3.78 1.62 -3.09
H -0.99 -1.26 2.03
H 1.77 2.38 1.83
H -2.70 -0.14 1.13
H -0.79 -1.45 -0.56
H 2.77 -1.83 -1.32
H 0.10 0.11 1.81
H 1.05 0.65 -1.77
H 1.24 -0.85 4.69
H 1.77 -0.84 0.66
H 2.28 -3.11 1.07
H -1.74 2.62 2.72
H -1.29 -3.65 -2.75
H 2.39 0.12 -2.73
H -2.20 3.20 -1.30
H -2.75 0.53 -3.24
H -0.94 2.24 1.56
H 1.78 -0.69 3.30
H -1.41 -3.37 -1.20
*
```

Löwdin atomic charge list, values in e, 4 entries: -0.05, -0.06, -0.07, -0.06



Entry 7:
A cluster of 7 separate species, C5H28N3O6 in total, computed with wB97M-V/def2-TZVPD.

Output
Energy relative to the best compared isomer or geometry (same formula, charge and spin) (kJ/mol): 53.7
Expectation value of S²: 0.751
Total energy (hartree): -822.8449

```
! RIJCOSX wB97M-V def2-TZVPD def2/J DEFGRID3
* xyz 0 2
O -1.51 2.64 0.58
O -0.22 -2.49 0.91
O 2.02 -2.77 -2.86
O -3.30 -0.84 -1.28
O -4.39 0.68 0.91
O 0.09 3.21 -1.60
N 1.16 -0.02 1.04
N 0.10 -1.05 -1.79
N -0.34 0.38 3.41
C 1.15 0.00 -1.45
C 1.10 0.65 3.33
C 1.83 -0.49 -0.15
C 2.30 0.25 -2.45
C 1.87 -0.19 2.32
H -2.47 2.68 0.52
H 1.70 -1.60 -0.12
H -3.85 0.71 0.10
H -3.85 0.54 1.69
H 0.74 0.99 -1.31
H 1.96 -2.72 -3.83
H 1.11 1.70 2.89
H 1.51 0.74 4.33
H 1.99 1.14 -3.05
H -1.13 3.37 1.07
H -1.05 -2.83 1.26
H 2.92 -0.34 -0.09
H -3.86 -1.08 -0.53
H -0.01 -1.72 1.52
H 0.00 -1.74 -1.02
H 2.55 -0.53 -3.17
H -0.80 3.21 -1.23
H 2.90 0.19 2.28
H -0.84 -0.69 -1.96
H 1.77 -1.25 2.51
H -0.80 0.26 2.52
H 3.28 0.59 -2.06
H 0.37 4.13 -1.63
H 2.24 -3.68 -2.61
H 0.31 -1.59 -2.66
H 0.96 1.01 0.98
H -3.85 -0.53 -2.01
H -0.66 -0.34 4.04
*
```

Löwdin atomic charge list, values in e, 4 entries: -0.08, -0.13, -0.14, -0.16



Entry 8:
A cluster of 7 separate species, C5H28N3O6 in total, computed with wB97M-V/def2-TZVPD.

Output
Energy relative to the best compared isomer or geometry (same formula, charge and spin) (kJ/mol): 93.6
Total energy (hartree): -822.7661

```
! RIJCOSX wB97M-V def2-TZVPD def2/J DEFGRID3
* xyz 1 1
O 2.93 -0.35 -0.55
O 1.02 2.93 -2.25
O 1.01 -3.05 2.47
O 3.36 -1.33 1.89
O -2.00 -1.94 1.83
O -1.09 -4.38 1.14
N -2.31 3.00 1.86
N 1.15 -0.81 -2.59
N -0.56 2.86 0.06
C -0.99 3.36 1.38
C -0.40 -1.06 -2.67
C -1.03 0.40 -0.60
C -0.12 1.47 -0.02
C -1.02 0.27 -2.11
H 2.52 -1.82 1.85
H -2.07 0.73 -0.36
H -0.69 -1.32 -3.67
H -1.25 3.12 -0.66
H -2.05 0.27 -2.50
H -1.58 -4.23 1.95
H -0.21 -4.04 1.37
H 0.13 -2.68 2.65
H 1.38 -0.76 -1.56
H 0.10 1.21 1.03
H 0.84 3.71 -2.80
H -0.54 -1.87 -1.93
H -0.29 3.03 2.16
H -0.90 4.45 1.33
H 1.28 0.16 -2.93
H 0.91 3.28 -1.36
H -2.34 2.02 2.10
H 1.79 -1.37 -3.16
H 1.38 -3.57 3.18
H -0.61 1.13 -2.65
H -2.44 -2.20 2.64
H -1.00 -0.59 -0.11
H 3.15 -0.71 0.36
H -2.29 -2.62 1.21
H 4.03 -2.03 1.82
H 3.02 0.60 -0.47
H -3.07 3.26 1.25
H 0.84 1.45 -0.55
*
```

Löwdin atomic charge list, values in e, 4 entries: -0.08, -0.08, -0.04, -0.04



Entry 9:
A structure of composition C5H28NO9, computed with wB97M-V/def2-TZVPD.

Output
Energy relative to the best compared isomer or geometry (same formula, charge and spin) (kJ/mol): 265.1
Total energy (hartree): -939.2357

```
! RIJCOSX wB97M-V def2-TZVPD def2/J DEFGRID3
* xyz -1 1
O -1.72 -0.25 0.83
O -1.28 2.08 2.56
O 0.31 -0.61 2.14
O -2.84 -1.03 -1.46
O 2.55 1.06 2.67
O 1.12 3.13 1.64
O -2.82 1.76 -0.38
O -0.93 1.72 -2.81
O -1.82 -1.71 -3.73
N 2.06 -0.79 -0.49
C 1.25 -1.58 1.70
C 1.32 0.43 -0.72
C 0.16 -2.57 -0.42
C 3.01 -1.14 -1.52
C 1.42 -1.90 0.19
H 3.53 -0.22 -1.81
H 1.03 -2.55 2.20
H -3.45 -0.29 -1.53
H 2.22 -1.12 1.93
H -1.26 1.90 1.63
H -1.58 2.29 -3.24
H -1.15 -1.18 -3.28
H 3.86 -1.65 -1.03
H 1.73 0.61 2.32
H -0.96 1.39 3.15
H -2.54 -1.66 -3.03
H -2.36 -0.17 1.55
H 1.95 1.31 -0.67
H -0.61 -0.53 1.43
H 2.70 -1.61 -2.47
H 1.93 2.88 2.10
H -2.11 -0.71 -0.87
H 3.12 0.74 1.95
H 0.40 3.35 2.23
H -2.91 2.25 0.44
H -2.39 0.90 0.00
H -0.35 -1.92 -1.14
H -0.57 -3.01 0.23
H 2.13 -2.74 0.23
H -1.28 1.68 -1.91
H 0.57 0.54 0.09
H 0.65 0.34 -1.57
H 0.46 -3.30 -1.20
*
```

Löwdin atomic charge list, values in e, 4 entries: -0.27, -0.06, -0.23, -0.09



Entry 10:
A cluster of 8 separate species, C5H29N2O8 in total, computed with wB97M-V/def2-TZVPD.

Output
Energy relative to the best compared isomer or geometry (same formula, charge and spin) (kJ/mol): 359.4
Total energy (hartree): -919.0341

```
! RIJCOSX wB97M-V def2-TZVPD def2/J DEFGRID3
* xyz 1 1
O -2.16 -3.02 1.47
O 3.45 -0.11 -1.15
O -2.18 1.26 -3.27
O -1.79 2.62 2.58
O 0.54 -3.30 -1.75
O 0.52 3.52 -1.31
O 2.91 -2.20 2.27
O 3.10 2.60 -1.14
N 0.38 -0.45 1.75
N -1.56 1.71 -0.29
C -1.32 0.25 -0.09
C 0.19 0.28 0.49
C -1.41 -2.20 2.42
C -0.04 -1.86 1.80
C -1.40 -0.49 -1.39
H -1.31 2.20 0.57
H 0.56 1.29 0.75
H 0.83 -3.38 -2.67
H 0.25 0.07 2.61
H -1.78 -0.13 0.81
H -0.72 -0.34 -2.22
H -1.27 -3.00 3.15
H 0.61 -4.25 -1.59
H -2.47 2.03 -0.65
H 1.43 3.21 -1.12
H 3.52 -1.02 -1.48
H -1.91 0.75 -4.04
H 2.36 -1.45 2.55
H -2.18 -2.48 0.67
H -2.46 -0.40 -1.63
H 0.79 -0.27 -0.24
H 0.50 3.84 -2.21
H -1.60 -1.55 -1.48
H 0.73 -2.42 2.30
H -1.97 2.40 3.51
H 3.83 2.83 -1.73
H -1.79 3.58 2.59
H -0.84 2.02 -0.96
H 3.13 1.63 -1.03
H -2.40 2.18 -3.43
H 2.97 -2.18 1.32
H -0.09 -2.28 0.78
H -1.99 -1.40 2.89
H 4.06 -0.09 -0.40
*
```

Löwdin atomic charge list, values in e, 4 entries: -0.08, -0.04, -0.05, -0.05